# C37H108N6O14

A cluster of 14 separate species, C37H108N6O14 in total in a non-equilibrium geometry (the ωB97M-V functional and the def2-TZVPD basis, the OMol25 dataset).

```
165
Properties=species:S:1:pos:R:3
C 3.729 -0.457 -0.641
C 3.832 -1.716 0.242
O 5.009 -2.423 0.013
H 3.601 -0.698 -1.697
H 4.652 0.120 -0.698
H 2.873 0.155 -0.358
H 2.986 -2.395 0.135
H 3.917 -1.381 1.276
H 5.076 -3.042 0.744
C 0.062 2.934 -2.561
C -0.168 2.550 -1.082
O -1.226 1.692 -0.896
H -0.802 3.351 -3.078
H 0.328 1.976 -3.008
H 0.916 3.609 -2.603
H -0.299 3.456 -0.490
H 0.677 2.051 -0.608
H -0.881 0.804 -0.783
C 2.331 -1.897 5.593
C 0.939 -1.675 6.306
O -0.108 -2.383 5.670
H 3.025 -1.184 6.037
H 2.219 -1.705 4.526
H 2.694 -2.905 5.795
H 0.739 -0.604 6.311
H 1.129 -1.942 7.345
H -0.092 -2.089 4.756
C 4.199 -2.836 -3.885
C 3.037 -3.576 -4.530
O 2.511 -3.004 -5.732
H 4.981 -2.646 -4.620
H 4.660 -3.342 -3.037
H 3.835 -1.868 -3.541
H 2.188 -3.616 -3.848
H 3.369 -4.581 -4.789
H 1.646 -3.406 -5.844
C 1.469 2.877 5.727
C 0.624 3.629 4.713
O 1.067 4.884 4.383
H 1.675 3.479 6.612
H 2.451 2.798 5.260
H 1.029 1.909 5.966
H -0.294 3.744 5.290
H 0.341 2.928 3.927
H 0.337 5.297 3.915
C -0.328 -5.081 2.730
O 0.628 -4.511 1.861
H -0.732 -4.356 3.436
H -1.226 -5.529 2.304
H 0.172 -5.917 3.219
H 0.919 -5.150 1.207
C -4.082 -2.023 4.733
O -4.095 -1.202 3.596
H -3.051 -2.244 5.010
H -4.595 -1.590 5.592
H -4.562 -2.969 4.482
H -4.160 -0.310 3.946
C -2.157 -4.547 -0.970
O -3.428 -4.139 -0.666
H -1.641 -4.615 -0.012
H -2.148 -5.519 -1.464
H -1.678 -3.895 -1.701
H -3.430 -3.294 -0.209
C 0.785 -0.068 2.391
C -0.429 -0.861 1.924
C -0.206 -1.693 0.657
O 0.064 -0.795 -0.420
C 0.138 -1.469 -1.702
N -0.833 -1.743 2.992
H 1.663 -0.688 2.568
H 0.629 0.351 3.385
H 1.011 0.692 1.643
H -1.244 -0.162 1.733
H -1.057 -2.345 0.462
H 0.720 -2.243 0.820
H -0.813 -1.914 -1.994
H 0.899 -2.249 -1.668
H 0.380 -0.669 -2.402
H -1.771 -2.086 2.844
H -0.261 -2.562 2.842
C -4.498 -0.663 -1.619
C -3.768 -0.425 -0.223
C -4.214 0.905 0.394
O -5.643 0.949 0.642
C -6.069 2.328 0.724
N -3.988 -1.612 0.535
H -5.568 -0.457 -1.597
H -4.381 -1.686 -1.977
H -4.149 -0.051 -2.450
H -2.693 -0.356 -0.394
H -3.926 1.680 -0.317
H -3.604 1.118 1.272
H -5.449 3.040 1.269
H -7.073 2.273 1.143
H -6.178 2.782 -0.261
H -3.902 -1.398 1.518
H -4.962 -1.856 0.425
C 3.407 2.338 2.061
C 3.825 3.698 1.519
C 4.069 3.804 -0.035
O 4.974 2.796 -0.290
C 5.663 2.749 -1.501
N 2.734 4.594 1.896
H 3.240 2.247 3.135
H 4.183 1.599 1.859
H 2.547 2.056 1.454
H 4.743 3.994 2.026
H 4.373 4.819 -0.290
H 3.137 3.637 -0.575
H 5.085 2.270 -2.291
H 6.616 2.237 -1.370
H 5.901 3.745 -1.875
H 3.132 5.504 1.714
H 2.525 4.728 2.876
C 2.795 0.640 -4.188
C 2.779 0.952 -5.698
C 3.258 2.355 -6.179
O 3.188 2.359 -7.671
C 3.522 3.662 -8.222
N 3.519 -0.034 -6.456
H 2.511 1.527 -3.621
H 3.784 0.340 -3.842
H 2.173 -0.202 -3.882
H 1.750 0.823 -6.036
H 4.234 2.634 -5.783
H 2.491 3.029 -5.798
H 2.784 4.423 -7.970
H 3.615 3.504 -9.297
H 4.536 3.974 -7.973
H 3.447 0.165 -7.444
H 3.279 -1.011 -6.364
C -6.029 2.134 4.457
C -5.220 2.821 5.561
C -3.703 2.415 5.514
O -3.482 0.997 5.561
C -2.149 0.600 5.485
N -5.400 4.308 5.531
H -5.643 2.277 3.448
H -7.071 2.427 4.578
H -5.979 1.054 4.601
H -5.555 2.490 6.544
H -3.035 3.009 6.138
H -3.415 2.750 4.517
H -2.037 -0.428 5.831
H -1.557 1.240 6.139
H -1.693 0.667 4.498
H -4.906 4.562 6.374
H -6.391 4.444 5.670
C -1.308 -4.005 -4.252
C -1.059 -3.332 -5.637
C -0.714 -1.815 -5.530
O -1.801 -1.012 -4.937
C -1.382 0.351 -4.817
N 0.014 -4.039 -6.292
H -0.382 -3.997 -3.676
H -1.608 -5.050 -4.332
H -2.171 -3.499 -3.818
H -2.001 -3.490 -6.162
H -0.511 -1.437 -6.532
H 0.180 -1.647 -4.930
H -2.176 0.941 -4.358
H -1.156 0.721 -5.817
H -0.484 0.468 -4.211
H -0.171 -5.029 -6.215
H -0.127 -3.894 -7.281
```

Values from the calculation:
E_HOMO: -8.27 eV
energy: -77719.14675 eV
max |F|: 3.73 eV/Å
molecular weight: 861.30 g/mol

Löwdin atomic charge list, values in e, 5 entries:
1. C -0.048
2. C -0.318
3. O -0.070
4. H 0.036
5. H 0.071